1.
ORCA calculation (the ωB97M-V functional and the def2-TZVPD basis) on 8 unconnected molecules or ions with the total composition C38H70F15O22P3.

## Properties
Total charge: +1
E in a.u.: -5667.075133
Multiplicity: 2

```
148
C38H70F15O22P3, DFT the ωB97M-V functional and the def2-TZVPD basis
C 1.91 -2.86 -1.96
C 1.93 -1.62 -2.82
O 0.99 -0.65 -2.21
C 1.10 0.69 -2.47
O 1.82 1.16 -3.37
C 0.21 1.61 -1.54
F -0.26 0.88 -0.51
F 1.02 2.51 -1.07
F -0.73 2.28 -2.29
H 2.79 -3.49 -2.09
H 1.06 -3.48 -2.25
H 1.79 -2.75 -0.88
H 1.98 -1.75 -3.90
H 2.92 -1.17 -2.87
C -3.67 -4.17 -3.15
C -3.13 -5.52 -3.71
O -1.74 -5.49 -4.08
C -1.27 -5.79 -5.28
O -1.86 -6.18 -6.32
C 0.29 -5.71 -5.21
F 0.92 -6.12 -6.31
F 0.75 -4.45 -4.90
F 0.71 -6.49 -4.21
H -3.55 -3.28 -3.78
H -3.15 -3.93 -2.22
H -4.75 -4.30 -3.02
H -3.62 -5.84 -4.62
H -3.19 -6.36 -3.02
C 5.89 -2.37 -0.79
C 6.15 -2.60 0.69
O 5.97 -1.36 1.35
C 5.13 -1.34 2.48
O 4.37 -2.27 2.78
C 5.23 -0.04 3.40
F 4.19 0.64 3.15
F 5.15 -0.36 4.73
F 6.32 0.69 3.05
H 6.22 -3.26 -1.33
H 6.70 -1.74 -1.16
H 4.91 -2.14 -1.21
H 7.17 -2.94 0.86
H 5.46 -3.36 1.04
C -4.04 1.45 -2.13
C -3.92 0.83 -3.50
O -4.57 1.74 -4.38
C -3.92 2.06 -5.47
O -2.81 1.57 -5.85
C -4.48 3.40 -5.95
F -3.47 4.41 -5.92
F -4.88 3.26 -7.28
F -5.60 3.83 -5.36
H -3.35 2.28 -2.18
H -3.73 0.73 -1.37
H -5.09 1.75 -2.03
H -4.44 -0.13 -3.49
H -2.86 0.66 -3.68
C 5.17 -4.39 -5.54
C 5.44 -3.17 -6.61
O 6.31 -2.20 -6.03
C 5.81 -1.26 -5.13
O 4.61 -1.07 -4.84
C 6.82 -0.35 -4.41
F 7.65 0.09 -5.34
F 6.18 0.65 -3.80
F 7.41 -1.07 -3.48
H 4.32 -5.00 -5.87
H 5.07 -3.94 -4.55
H 6.13 -4.89 -5.43
H 4.49 -2.72 -6.90
H 5.93 -3.51 -7.52
C -1.46 6.72 -2.67
C -1.14 5.58 -1.55
O -1.42 5.82 -0.20
P -2.90 5.38 0.19
O -3.78 4.86 -0.85
O -2.58 4.36 1.44
C -2.20 2.99 1.27
C -3.00 1.85 1.82
O -3.56 6.71 0.93
C -4.94 6.59 1.28
C -4.92 6.53 2.73
H -2.51 7.00 -2.63
H -0.90 7.56 -2.27
H -1.23 6.37 -3.68
H -1.52 4.62 -1.88
H -0.05 5.57 -1.60
H -1.97 2.89 0.21
H -1.22 3.03 1.74
H -2.42 0.93 1.77
H -3.23 2.10 2.86
H -3.96 1.81 1.31
H -5.29 7.52 0.82
H -5.61 5.82 0.90
H -4.71 5.49 2.99
H -4.44 7.34 3.27
H -5.91 6.73 3.16
C 1.71 2.95 2.19
C 1.06 2.43 3.40
O 0.75 3.41 4.32
P -0.58 3.19 5.28
O -1.58 2.24 4.77
O -0.99 4.73 5.57
C -1.73 5.47 4.57
C -0.96 6.38 3.62
O 0.08 2.69 6.68
C 1.19 3.51 7.18
C 2.53 2.86 7.05
H 2.27 2.18 1.66
H 0.91 3.24 1.51
H 2.24 3.89 2.28
H 0.20 1.83 3.10
H 1.74 1.76 3.92
H -2.43 4.75 4.14
H -2.32 6.15 5.18
H 0.02 5.95 3.38
H -1.55 6.70 2.76
H -0.66 7.30 4.13
H 1.25 4.55 6.84
H 0.82 3.72 8.18
H 3.35 3.52 6.74
H 2.95 2.31 7.89
H 2.38 2.18 6.22
C 0.19 -6.98 0.58
C -0.02 -5.43 0.60
O -1.40 -5.16 0.71
P -1.97 -4.54 2.12
O -3.45 -4.45 2.34
O -1.12 -5.31 3.24
C -1.50 -5.74 4.56
C -2.74 -6.56 4.61
O -1.15 -3.17 2.19
C -1.43 -2.41 3.31
C -0.65 -1.16 3.22
H 1.26 -7.17 0.56
H -0.15 -7.49 1.48
H -0.23 -7.43 -0.32
H 0.56 -4.95 1.39
H 0.36 -4.87 -0.26
H -0.69 -6.40 4.88
H -1.62 -4.89 5.23
H -2.84 -7.11 5.55
H -3.58 -5.92 4.33
H -2.76 -7.36 3.87
H -2.50 -2.22 3.22
H -1.18 -3.01 4.18
H -1.01 -0.41 3.93
H 0.38 -1.48 3.37
H -0.83 -0.69 2.26
```



2.
ORCA calculation (the ωB97M-V functional and the def2-TZVPD basis) on 7 unconnected molecules or ions with the total composition C38H70NO7.

## Properties
Total charge: 0
E in a.u.: -2070.910036
Multiplicity: 2

```
116
C38H70NO7, DFT the ωB97M-V functional and the def2-TZVPD basis
C -5.15 1.65 -0.61
C -3.95 1.42 -0.51
C -2.40 1.27 -0.53
C -1.63 1.86 0.74
C -1.56 0.67 1.82
C -2.65 -0.31 1.96
C -2.36 3.08 1.46
C -2.09 4.45 0.71
C -2.70 4.54 -0.76
C -2.86 5.58 1.56
N -0.65 4.87 0.65
O -0.33 5.76 1.55
C 0.31 3.73 0.82
C 0.88 3.61 2.32
C 1.60 4.12 -0.07
C -0.19 2.34 0.25
H -6.22 1.93 -0.54
H -2.02 1.78 -1.48
H -2.08 0.18 -0.65
H -0.66 0.61 2.50
H -3.55 -0.13 2.63
H -2.61 -1.24 1.31
H -1.87 3.17 2.49
H -3.46 2.94 1.65
H -2.60 5.64 -1.07
H -2.17 3.91 -1.52
H -3.82 4.34 -0.74
H -2.74 6.61 1.12
H -2.63 5.52 2.67
H -3.97 5.32 1.46
H 0.10 3.78 3.11
H 1.70 4.38 2.50
H 1.38 2.60 2.43
H 1.98 5.16 0.17
H 1.24 4.16 -1.15
H 2.41 3.33 0.02
H -0.06 2.35 -0.87
H 0.55 1.56 0.63
C -6.46 -2.68 3.42
C -5.40 -3.61 3.99
C -4.47 -2.63 4.67
O -5.27 -1.52 5.10
C -6.56 -1.62 4.50
H -7.41 -3.17 3.22
H -6.10 -2.24 2.49
H -5.85 -4.27 4.73
H -4.91 -4.22 3.24
H -3.71 -2.25 3.97
H -3.95 -3.07 5.53
H -7.27 -1.91 5.28
H -6.86 -0.64 4.10
C 2.03 -2.24 -0.66
C 0.87 -3.01 -1.26
C -0.32 -2.16 -0.85
O 0.15 -0.80 -0.77
C 1.58 -0.80 -0.83
H 2.98 -2.44 -1.13
H 2.12 -2.47 0.41
H 0.96 -3.02 -2.35
H 0.80 -4.04 -0.91
H -0.69 -2.45 0.15
H -1.15 -2.23 -1.55
H 1.87 -0.41 -1.82
H 1.98 -0.14 -0.07
C -0.50 -6.28 4.09
C 0.12 -5.07 4.77
C -0.89 -3.98 4.46
O -2.17 -4.62 4.36
C -1.98 -6.04 4.31
H -0.16 -7.23 4.48
H -0.28 -6.25 3.02
H 0.16 -5.24 5.85
H 1.12 -4.84 4.42
H -0.68 -3.51 3.50
H -0.92 -3.21 5.23
H -2.31 -6.45 5.27
H -2.60 -6.47 3.52
C 7.19 -2.26 -1.46
C 7.29 -1.08 -0.52
C 5.89 -0.49 -0.59
O 5.00 -1.59 -0.86
C 5.78 -2.74 -1.22
H 7.94 -3.03 -1.28
H 7.30 -1.91 -2.50
H 7.49 -1.44 0.50
H 8.07 -0.36 -0.78
H 5.81 0.22 -1.42
H 5.60 0.01 0.33
H 5.74 -3.44 -0.38
H 5.34 -3.22 -2.09
C -1.87 -1.74 -6.23
C -0.89 -0.63 -5.92
C -0.82 -0.68 -4.40
O -1.05 -2.04 -4.03
C -1.52 -2.77 -5.17
H -1.78 -2.13 -7.25
H -2.89 -1.39 -6.08
H 0.09 -0.86 -6.34
H -1.20 0.35 -6.30
H -1.61 -0.07 -3.95
H 0.14 -0.34 -4.01
H -0.71 -3.42 -5.51
H -2.37 -3.39 -4.89
C 4.06 3.82 -4.35
C 5.05 4.93 -4.04
C 5.11 4.88 -2.53
O 4.87 3.51 -2.14
C 4.40 2.79 -3.29
H 4.14 3.43 -5.37
H 3.04 4.18 -4.21
H 6.03 4.68 -4.46
H 4.75 5.90 -4.42
H 4.33 5.49 -2.08
H 6.08 5.20 -2.14
H 5.21 2.13 -3.62
H 3.54 2.18 -3.01
```



3.
ORCA calculation (the ωB97M-V functional and the def2-TZVPD basis) on a molecular structure, C38H72AlBeCl3FN5O9P.

## Properties
Total charge: +3
E in a.u.: -4519.036723
Multiplicity: 1

```
131
C38H72AlBeCl3FN5O9P, DFT the ωB97M-V functional and the def2-TZVPD basis
C -5.24 -4.75 -1.53
C -3.84 -4.31 -1.51
C -3.29 -3.12 -0.55
C -1.91 -2.63 -1.19
C -1.78 -1.88 -2.52
C -2.84 -1.35 -3.59
C -4.08 -0.55 -2.97
C -3.76 0.30 -1.65
Cl -5.58 -1.59 -2.69
N -0.34 -1.66 -2.77
C 0.41 -2.20 -1.67
C 2.01 -2.14 -1.59
C 2.59 -0.65 -1.75
C 3.23 -0.41 -3.21
C 2.20 0.33 -4.24
N -0.53 -2.76 -0.73
N -0.25 -3.36 0.49
C -0.71 -2.42 1.57
C -0.32 -0.88 1.31
C -0.70 0.09 2.56
H -5.60 -5.64 -0.89
H -6.05 -4.28 -2.20
H -3.07 -4.84 -2.16
H -3.99 -2.22 -0.52
H -3.19 -3.59 0.49
H -2.31 -0.74 -4.41
H -3.27 -2.28 -4.12
H -4.40 0.22 -3.77
H -4.78 0.57 -1.18
H -3.29 1.32 -1.93
H -3.19 -0.26 -0.84
H -0.01 -1.19 -3.64
H 2.48 -2.82 -2.39
H 2.33 -2.57 -0.58
H 3.43 -0.42 -0.99
H 1.76 0.12 -1.52
H 3.53 -1.40 -3.73
H 4.20 0.19 -3.11
H 1.32 0.78 -3.64
H 1.82 -0.38 -5.04
H 2.78 1.17 -4.75
H 0.77 -3.51 0.60
H -0.16 -2.73 2.54
H -1.83 -2.47 1.79
H -0.85 -0.42 0.39
H 0.81 -0.84 1.10
H 0.11 0.07 3.36
H -1.75 -0.10 2.96
H -0.70 1.16 2.13
C 0.87 3.84 4.13
C 1.81 4.61 3.22
N 2.90 3.79 2.65
C 3.94 4.63 2.01
C 3.54 5.46 0.79
C 2.47 2.56 1.93
C 1.53 2.66 0.74
H 1.41 3.35 4.94
H 0.15 4.53 4.58
H 0.29 3.08 3.59
H 2.25 5.41 3.81
H 1.22 5.09 2.43
H 4.80 3.99 1.74
H 4.33 5.31 2.76
H 3.42 4.87 -0.09
H 4.32 6.19 0.58
H 2.61 6.02 0.96
H 2.00 1.91 2.68
H 3.36 2.00 1.62
H 0.71 3.36 0.92
H 1.08 1.69 0.53
H 2.06 2.96 -0.23
C 1.08 -5.43 -5.47
O 0.90 -4.04 -5.61
P 1.79 -3.32 -6.91
O 1.49 -1.92 -6.40
O 0.66 -3.80 -8.00
C -0.67 -3.32 -7.85
O 2.75 -2.70 -8.21
C 3.71 -3.60 -8.72
H 0.41 -5.77 -4.66
H 0.82 -5.96 -6.39
H 2.11 -5.65 -5.19
H -0.74 -2.44 -7.22
H -1.29 -4.12 -7.43
H -1.06 -3.07 -8.84
H 3.22 -4.51 -9.10
H 4.42 -3.87 -7.91
H 4.25 -3.12 -9.54
C -0.53 -1.37 9.16
C -0.33 -0.30 8.28
C 0.26 -0.53 7.02
C 0.64 -1.81 6.67
C 0.45 -2.89 7.56
C -0.14 -2.65 8.81
N 1.23 -2.06 5.36
O 1.40 -1.10 4.62
O 1.52 -3.21 5.08
H -1.00 -1.18 10.13
H -0.64 0.70 8.56
H 0.41 0.31 6.35
H 0.74 -3.90 7.30
H -0.30 -3.47 9.50
O -3.55 3.99 -2.98
C -3.15 3.65 -4.08
O -1.96 3.03 -4.21
C -1.48 2.44 -5.43
C -0.83 3.49 -6.31
C -3.94 3.99 -5.31
H -2.27 1.89 -5.93
H -0.72 1.71 -5.13
H -1.54 4.26 -6.61
H -0.42 3.03 -7.22
H -0.02 3.99 -5.78
H -3.74 5.02 -5.59
H -5.00 3.87 -5.09
H -3.73 3.33 -6.16
Cl 3.50 2.80 -0.92
Be 5.84 -3.38 -7.71
F -2.02 -2.39 6.64
Cl 4.16 4.23 4.58
Al -1.48 -5.57 -4.69
C -1.62 3.88 10.68
C -1.09 2.68 11.43
O -1.59 1.58 11.28
C 0.06 2.91 12.36
H -2.45 3.57 10.04
H -1.97 4.63 11.38
H -0.83 4.30 10.05
H -0.22 3.62 13.14
H 0.93 3.28 11.81
H 0.33 1.96 12.84
```



Which value of total charge does entry 1 give? +1